Record 1
Density functional theory data (ωB97M-V/def2-TZVPD) for a cluster of 10 separate species, C30H79N6O12PS10 in total at a distorted geometry.

Summary:
LUMO level = 0.266 eV
multiplicity = 1

Cartesian coordinates (Å):
S -3.80 0.42 2.75
S 3.19 -2.37 -0.41
S 4.09 -1.46 -6.98
S 0.09 -1.91 -8.63
S -5.22 -3.74 -11.27
S -6.02 1.65 13.08
S 7.18 2.53 -1.91
S -0.62 0.08 -3.35
S 4.15 -7.69 1.30
S -3.90 -0.82 8.00
P -1.27 4.24 0.62
O -5.07 -0.53 7.11
O -2.35 0.78 2.68
O -1.51 1.11 -2.74
O 2.08 4.54 0.95
O -0.99 -1.92 -7.60
O 5.63 -7.62 1.22
O 1.00 -3.27 -1.72
O -5.58 0.61 12.11
O -4.26 -3.07 -12.18
O -1.27 5.81 0.08
O 5.80 2.07 -2.21
O 2.89 -0.93 -7.67
N 1.30 -4.14 0.25
N 0.76 1.74 5.83
N -0.71 3.65 3.15
N 0.13 -4.68 -0.31
N -1.78 4.58 3.46
N -0.55 3.33 -0.65
C 7.57 3.84 -3.06
C 4.83 -0.09 -6.08
C 8.30 1.31 -2.61
C -0.67 -2.38 -10.19
C -4.12 -0.12 4.43
C 0.40 -0.20 -9.07
C 1.29 3.57 1.65
C 0.14 3.51 4.36
C 3.70 0.30 -0.48
C -1.38 -1.52 -3.05
C -6.80 2.96 12.14
C -4.71 1.97 2.86
C 3.51 -2.35 -5.52
C 0.00 -4.13 -1.43
C -0.01 4.27 2.03
C 2.56 -0.69 -0.73
C -4.15 -2.45 8.70
C 3.62 2.83 -0.01
C -6.44 -2.52 -10.77
C 0.47 1.02 3.53
C -4.42 -3.87 -9.66
C -0.91 0.09 -5.12
C 1.76 -3.33 -0.61
C 0.49 2.06 4.63
C 3.55 -6.01 1.54
C 2.64 4.01 -0.24
C -4.56 2.59 13.54
C 3.74 -8.26 2.95
C 3.22 1.68 -0.94
C -4.17 0.09 9.52
H 1.88 3.26 2.51
H 1.07 4.08 4.24
H -3.75 0.63 5.14
H 4.37 -2.65 -4.92
H 6.94 4.70 -2.83
H 0.97 0.74 5.85
H 2.13 1.65 -0.96
H 2.66 -8.21 3.10
H 2.48 -6.03 1.72
H -4.07 -3.18 7.89
H 1.13 2.69 1.04
H 0.06 -2.27 -11.00
H -3.59 -1.06 4.59
H -2.42 -1.51 -3.37
H -0.86 2.36 -0.59
H -2.19 6.06 0.16
H -4.30 2.58 3.67
H 2.97 -3.23 -5.86
H -4.85 3.44 14.16
H 4.03 0.26 0.55
H -4.10 1.15 9.30
H 5.22 0.61 -6.81
H 2.27 -0.61 -1.78
H 8.06 1.14 -3.65
H -1.97 0.00 -5.33
H 0.25 5.32 2.23
H -3.38 -2.65 9.44
H 9.33 1.67 -2.51
H 1.09 -0.16 -9.90
H -0.77 -4.24 -2.16
H 1.68 -0.46 -0.14
H -5.76 1.75 3.04
H -0.77 3.70 -1.56
H -5.14 -2.51 9.15
H 1.50 0.91 3.18
H -0.54 1.04 -5.51
H 4.07 -9.30 3.04
H -0.55 0.28 -9.34
H -0.36 -0.73 -5.57
H -3.40 -0.19 10.25
H 4.52 -0.02 -1.12
H -1.54 -1.76 -10.38
H 4.25 -7.65 3.70
H -5.19 -0.27 4.57
H -3.58 -4.56 -9.75
H 5.65 -0.46 -5.46
H 0.83 0.29 -8.21
H 3.56 1.91 -1.94
H 8.62 4.12 -2.95
H -0.34 3.91 5.24
H 4.08 0.40 -5.46
H 3.68 2.52 1.03
H -1.33 -1.71 -1.98
H -7.03 3.79 12.80
H 3.75 -5.45 0.63
H 0.07 0.10 3.94
H -7.73 2.56 11.72
H 2.84 -1.71 -4.95
H -2.31 4.16 4.21
H -5.15 -0.14 9.92
H 4.60 3.17 -0.34
H -1.34 5.44 3.80
H -0.15 1.28 2.68
H 1.86 3.73 -0.94
H -7.03 -2.26 -11.65
H -6.14 3.28 11.33
H -7.08 -2.94 -10.00
H -4.04 2.93 12.64
H 3.19 4.83 -0.70
H -4.60 2.49 1.92
H 8.19 0.39 -2.05
H 7.37 3.51 -4.08
H -3.90 1.94 14.11
H -4.04 -2.89 -9.35
H -5.13 -4.25 -8.93
H -0.97 -3.42 -10.12
H -5.93 -1.63 -10.40
H -0.82 -2.29 -3.58
H 4.07 -5.54 2.37

Record 2
Density functional theory data (ωB97M-V/def2-TZVPD) for a cluster of 2 separate species, C7H16Br2N4O4P in total at a distorted geometry.

Summary:
LUMO level = -4.291 eV
total charge = +1
multiplicity = 1

Cartesian coordinates (Å):
Br 2.57 -1.72 -3.23
Br 1.38 -2.08 0.79
P -2.09 2.10 1.52
O -2.76 -1.51 0.95
O -2.99 2.05 0.23
O -1.70 3.60 1.74
O -2.68 1.45 2.68
N -0.43 -0.03 1.17
N 0.64 1.86 0.89
N 0.88 -0.32 0.91
N 2.81 1.06 0.50
C -2.93 -2.04 -0.39
C -0.52 1.27 1.16
C 2.96 -0.23 -2.03
C 1.52 0.87 0.76
C 3.97 -0.66 -0.98
C 3.87 0.07 0.38
C -4.08 -1.37 -1.11
H 3.36 0.53 -2.69
H -3.08 -3.12 -0.32
H 3.93 -1.72 -0.82
H -4.19 -1.77 -2.11
H 2.00 0.05 -1.64
H -1.99 -1.86 -0.91
H 4.96 -0.47 -1.38
H 4.79 0.61 0.56
H -2.52 2.35 -0.56
H -3.93 -0.29 -1.17
H -0.86 3.87 1.35
H -5.02 -1.54 -0.57
H 3.06 2.03 0.38
H -1.18 -0.75 1.32
H 3.81 -0.64 1.18
H -3.57 -1.65 1.44

Record 3
Density functional theory data (ωB97M-V/def2-TZVPD) for a structure of composition C11H26N4NiO7S at a distorted geometry.

Summary:
energy relative to the best compared isomer or geometry (same formula, charge and spin) = 46.9 kJ/mol
LUMO level (alpha / beta) = 0.034 / -1.029 eV
expectation value of S² = 2.09
multiplicity = 3

Cartesian coordinates (Å):
Ni 0.07 -0.23 0.48
S -1.67 1.51 -1.48
O -2.04 0.83 1.99
O -0.17 -2.19 -1.39
O 2.35 -4.56 -0.69
O 2.42 -1.02 -1.06
O -0.33 0.79 -1.31
O 0.10 2.27 2.08
O 0.58 -1.07 2.83
N -1.70 -0.16 1.21
N 1.89 -0.13 -0.18
N -0.82 -1.62 -0.45
N 0.89 1.34 1.47
C -2.15 -1.84 -0.27
C -1.25 1.99 -3.15
C 2.02 -4.02 0.59
C 2.02 1.85 0.95
C 3.81 1.32 -0.78
C -2.93 -2.76 -1.15
C 2.57 3.18 1.28
C -4.10 -0.83 1.15
C -1.56 3.08 -0.63
C 2.59 0.99 -0.02
C -2.68 -0.98 0.75
H -2.49 -3.75 -1.13
H 3.66 3.10 1.35
H 2.39 3.96 0.53
H -0.29 2.50 -3.11
H -1.97 2.98 0.38
H 0.95 -3.88 0.54
H -0.53 3.43 -0.57
H 4.70 1.07 -0.18
H -1.99 2.57 -3.69
H -4.73 -1.48 0.55
H 2.50 -3.05 0.73
H -2.89 -2.41 -2.18
H 2.26 -4.66 1.46
H 3.87 2.38 -1.01
H 2.17 3.52 2.24
H -2.18 3.81 -1.16
H 0.90 -0.13 2.81
H -1.11 1.02 -3.63
H 3.84 0.74 -1.71
H -3.97 -2.82 -0.84
H -4.24 -1.09 2.20
H 3.23 -5.01 -0.65
H -0.38 -0.94 3.00
H 1.59 -1.55 -1.35
H -4.46 0.19 1.01
H -0.78 1.74 2.20

Record 4
Density functional theory data (ωB97M-V/def2-TZVPD) for a structure of composition C20H42AlNP3S at a distorted geometry.

Summary:
energy relative to the best compared isomer or geometry (same formula, charge and spin) = 111.5 kJ/mol
LUMO level = -7.913 eV
total charge = +3
multiplicity = 1

Cartesian coordinates (Å):
S -1.07 -0.20 -0.99
P -1.24 2.60 1.41
P -2.89 -0.70 -0.10
P 3.65 0.60 -0.02
Al 3.66 -1.64 -0.25
N 2.63 -2.23 1.19
C -1.35 -0.72 -2.73
C 1.95 -2.54 2.09
C 0.98 -1.58 4.20
C 3.84 -3.10 -1.44
C -2.58 -0.85 1.65
C -3.62 -2.23 -0.62
C 3.26 0.99 1.72
C -1.43 -0.13 -5.08
C -2.76 2.50 2.40
C 2.88 -2.08 -1.96
C -1.14 0.22 -3.76
C -1.33 4.17 0.51
C 2.47 1.59 -0.98
C 5.26 1.38 -0.32
C 0.11 2.77 2.60
C -1.72 -2.03 -3.07
C -1.94 -1.39 -5.40
C -3.95 0.66 -0.57
C -2.08 -2.34 -4.39
C 1.05 -2.75 3.19
H 0.30 1.79 3.08
H 3.43 -4.05 -1.09
H -2.66 1.74 3.19
H 0.05 -2.95 2.77
H -2.50 -3.32 -4.63
H -1.77 -2.80 -2.30
H -1.47 5.00 1.22
H -2.41 0.13 2.12
H -0.39 4.33 -0.05
H 4.08 1.60 2.12
H -2.24 -1.63 -6.42
H 1.93 0.97 -1.71
H -0.17 3.50 3.38
H -1.27 0.60 -5.87
H -2.17 4.14 -0.20
H -3.54 1.64 -0.30
H 2.31 1.53 1.80
H -3.64 -2.33 -1.71
H -2.93 3.47 2.89
H 3.02 2.37 -1.53
H 3.15 -1.44 -2.80
H -1.70 -1.49 1.83
H 0.40 -0.74 3.79
H 1.81 -2.31 -1.98
H 3.19 0.08 2.33
H 1.97 -1.20 4.46
H 4.82 -3.23 -1.90
H 1.73 2.07 -0.33
H 5.43 2.15 0.45
H 0.49 -1.91 5.12
H -3.46 -1.32 2.12
H 5.25 1.84 -1.32
H -3.05 -3.06 -0.18
H 6.05 0.63 -0.27
H -0.76 1.20 -3.50
H 1.38 -3.68 3.71
H 1.02 3.12 2.09
H -4.65 -2.26 -0.24
H -1.03 1.46 0.50
H -4.93 0.52 -0.08
H -3.63 2.26 1.78
H -4.11 0.63 -1.66

Number 1: total energy -183533.3748 eV, molecular weight 1067.64 g/mol. Number 2: total energy -171037.4841 eV, molecular weight 411.01 g/mol. Number 3: total energy -83991.7122 eV, molecular weight 417.11 g/mol. Number 4: total energy -68184.4724 eV, molecular weight 448.53 g/mol.